This record from OMol25 describes a molecular structure, C14H58F6N25O21S2 in a non-equilibrium geometry. The level of theory is ωB97M-V/def2-TZVPD.

The geometry in XYZ format:
```
126
Properties=species:S:1:pos:R:3:forces:R:3:lowdin_charge:R:1
S -0.545 -2.387 0.137 -2.15 -2.21 -2.41 0.65
S 0.282 0.145 0.320 -0.70 -0.55 -3.29 0.75
F 0.962 -4.527 -0.380 -0.18 -0.77 0.25 0.14
F 0.563 1.236 2.888 -0.58 0.07 -1.72 0.13
F 2.102 -3.003 0.582 0.53 0.51 -0.04 0.11
F 0.822 -4.190 1.799 -0.43 -0.10 -0.53 0.16
F -0.779 2.376 1.487 1.14 -1.92 0.41 0.08
F 1.329 2.408 1.220 -0.26 -1.05 0.86 0.10
O 4.183 -0.864 4.347 0.49 -0.36 0.03 0.00
O 1.209 3.803 -1.848 -3.47 2.48 0.44 0.06
O 1.672 -0.067 -0.058 -0.64 0.41 0.84 -0.33
O -3.094 -3.931 -3.559 1.38 0.32 0.12 -0.03
O 2.827 6.362 2.183 1.06 0.75 1.65 0.03
O -0.450 -1.983 -1.285 0.63 -0.88 3.32 -0.30
O -2.249 5.403 -2.419 -0.37 -2.25 1.05 -0.03
O -0.283 -2.151 3.804 -0.18 -0.43 0.66 -0.04
O -0.589 0.620 -0.822 1.84 -0.82 4.15 -0.30
O -1.790 -3.093 0.484 2.34 0.88 0.11 -0.29
O 4.963 0.580 -1.853 0.49 -0.11 0.77 0.00
O -2.469 -0.010 2.572 -0.02 0.19 0.71 -0.03
O -4.781 0.219 -0.046 -0.87 0.47 -1.10 0.03
O -3.617 -0.252 5.920 -1.15 -0.60 -0.63 0.06
O 1.292 -2.059 -4.141 -0.92 -2.01 -0.66 0.01
O -4.550 -2.209 1.804 -0.48 -0.34 0.11 -0.06
O -1.258 4.985 2.467 0.11 0.30 -1.18 0.03
O 2.263 -5.258 -2.598 0.29 -0.12 -0.10 -0.04
O 1.053 0.799 -5.378 1.62 0.34 -0.48 0.03
O -1.939 -6.030 -1.967 0.01 -0.21 -0.23 0.05
O 4.963 -3.999 1.312 0.10 -0.20 0.01 -0.04
N -3.232 5.615 3.310 -2.71 5.25 -0.62 0.17
N 2.075 -1.507 4.886 0.05 -0.18 1.31 0.16
N 1.342 5.114 1.093 -4.65 -3.52 0.82 0.18
N 6.876 0.039 -0.748 2.51 0.32 -0.34 0.15
N -2.180 0.261 7.519 -0.12 -0.10 3.76 0.15
N -0.649 1.643 -4.231 -1.51 1.29 2.93 0.20
N 2.605 -1.028 2.779 -0.73 -0.04 -1.88 0.18
N -3.389 3.482 -2.210 -3.46 -3.90 -3.85 0.16
N 2.987 3.130 -2.948 2.52 0.74 -5.34 0.20
N -2.927 -5.899 0.064 -3.96 2.39 1.02 0.17
N -2.251 4.067 -0.586 2.53 -0.16 4.83 0.19
N -5.351 1.177 -2.094 -2.71 1.58 -0.08 0.14
N -1.551 0.530 5.539 3.44 1.51 -3.49 0.18
N -2.582 3.661 3.682 0.18 -5.06 1.19 0.17
N -0.257 -1.238 1.217 0.62 3.20 -1.80 -0.35
N 2.969 5.779 0.023 3.70 0.80 -3.38 0.16
N -3.634 -0.102 -1.936 2.01 -1.63 -0.04 0.18
N 2.699 -0.623 -3.400 2.67 5.53 -0.57 0.20
N -1.263 -7.144 -0.144 3.16 -3.13 0.98 0.15
N -1.734 -2.296 -4.323 -0.57 1.92 -1.13 0.15
N 2.488 -2.425 -2.242 0.44 -2.94 3.24 0.19
N 2.782 2.586 -0.950 2.43 -2.97 5.37 0.20
N 4.860 -0.410 0.181 -0.48 0.21 0.09 0.19
N -0.793 -3.983 -3.404 1.89 -3.68 1.62 0.16
N -0.770 1.528 -6.367 -2.12 0.93 -5.25 0.16
C -2.537 4.325 -1.799 1.52 7.14 -2.46 -0.77
C -1.941 -3.475 -3.728 -3.38 1.05 -0.84 -0.74
C -2.535 0.155 6.268 -3.07 -1.37 -0.30 -0.82
C -2.067 -6.347 -0.800 0.82 0.39 -1.52 -0.75
C 0.352 1.579 1.587 -1.34 1.56 0.97 -0.53
C -4.671 0.378 -1.268 1.47 0.12 1.49 -0.72
C 3.037 -1.158 4.020 1.33 0.92 1.88 -0.73
C 2.265 3.257 -1.890 -1.07 -0.31 -1.05 -0.86
C 5.551 0.119 -0.864 -2.88 -0.01 -0.54 -0.66
C 2.445 5.745 1.218 0.65 2.44 1.19 -0.81
C -0.015 1.383 -5.340 1.95 -2.65 2.08 -0.78
C -2.322 4.759 3.016 2.48 -1.30 1.25 -0.77
C 0.940 -3.644 0.589 -1.43 1.37 -0.40 -0.63
C 2.113 -1.740 -3.285 -2.10 -1.37 -1.05 -0.76
H 1.408 4.445 0.339 -1.29 -0.04 0.19 0.06
H 2.468 -0.098 -4.232 -0.35 0.29 0.24 0.09
H -1.407 0.899 7.645 -0.66 -0.22 1.54 0.10
H -3.390 0.186 -2.873 0.19 -0.42 0.42 0.10
H 7.296 0.344 -1.615 0.18 0.01 -0.04 0.11
H 3.565 2.005 -1.213 -0.15 -0.26 0.65 0.07
H 7.243 0.588 0.016 0.10 -0.32 0.31 0.11
H -0.769 -2.020 -4.436 -0.18 0.73 -0.12 0.07
H 1.491 -5.437 -3.135 -0.33 -0.01 -0.30 0.04
H -3.863 -1.561 1.649 0.12 0.36 -0.04 -0.02
H 3.908 2.719 -2.906 -0.30 0.06 -0.35 0.10
H -3.340 3.527 4.336 0.13 0.27 -0.37 0.12
H -1.509 0.267 4.564 0.08 0.65 -0.07 0.07
H 3.715 6.443 -0.132 -0.18 -0.37 -0.26 0.12
H -3.528 2.666 -1.632 -0.93 0.10 -0.86 0.08
H -1.521 2.138 -4.348 0.26 0.01 0.99 0.10
H -0.537 -7.633 -0.649 -0.29 -0.10 0.35 0.12
H -5.099 1.242 -3.070 -0.45 -0.05 0.40 0.10
H -0.800 0.876 6.119 0.71 -0.24 -1.66 0.11
H 2.360 -6.038 -2.051 0.05 -0.19 0.17 0.04
H -2.965 6.541 3.006 -0.75 0.18 0.15 0.13
H 5.543 -3.255 1.475 0.20 0.07 0.14 0.02
H -3.001 -0.624 -1.347 0.38 -0.12 -0.68 0.10
H -1.822 4.797 -0.035 0.43 -0.66 0.29 0.12
H -1.549 -7.404 0.789 0.81 -0.29 -0.34 0.10
H -4.125 5.432 3.743 0.45 0.06 -0.30 0.12
H -0.925 -4.822 -2.858 0.49 -0.20 -0.01 0.06
H -0.240 1.456 -3.326 -0.13 0.27 -0.10 0.11
H 2.321 -1.623 5.859 0.01 0.07 -0.40 0.11
H -3.964 3.806 -2.975 -0.03 -0.79 0.12 0.12
H 1.139 -1.694 4.554 -0.10 -0.32 0.25 0.03
H -0.347 1.266 -7.246 -0.38 0.21 0.05 0.12
H -1.754 -0.359 2.039 0.31 -0.52 -0.43 -0.03
H 3.303 -0.892 2.061 -0.70 -0.11 0.16 0.07
H -0.928 -1.497 4.073 -0.45 -0.02 0.04 0.03
H 2.132 -3.348 -2.037 -0.14 0.19 -0.49 0.05
H -6.178 1.627 -1.729 0.12 -0.03 -0.40 0.12
H 4.185 -3.614 0.910 -0.29 0.04 -0.10 -0.01
H -2.527 3.154 -0.255 0.52 0.62 0.85 0.11
H -1.672 1.981 -6.348 0.41 -0.16 -0.17 0.11
H 1.652 -1.323 2.625 0.47 0.12 -0.88 0.05
H 3.886 -0.145 0.228 -0.10 -0.23 0.05 0.06
H -2.741 0.786 2.116 -0.40 0.24 -0.17 0.04
H -2.973 0.057 8.111 0.63 0.65 0.79 0.12
H -3.520 -5.159 -0.285 -0.28 -0.10 0.42 0.13
H 2.645 3.513 -3.818 0.25 -0.10 0.19 0.13
H 2.994 -0.113 -2.580 0.38 -0.07 -0.34 0.07
H -0.206 -2.037 2.856 -0.26 0.11 -0.52 -0.03
H -3.125 -6.384 0.928 -0.12 0.56 -0.36 0.11
H 5.277 -0.955 0.922 0.09 0.41 -0.19 0.10
H -1.979 2.855 3.595 -0.02 0.23 -0.06 0.08
H -4.083 -3.043 1.867 0.22 -0.11 -0.02 0.01
H 2.430 5.374 -0.728 0.45 0.60 -0.30 0.08
H 2.247 2.368 -0.121 0.76 0.08 -0.88 0.07
H 0.723 4.937 1.871 0.08 -0.03 -0.10 0.08
H -2.540 -1.734 -4.556 0.51 -0.16 -0.11 0.09
H 0.115 -3.634 -3.675 -0.21 0.57 0.05 0.07
H 3.058 -2.062 -1.492 -0.02 0.36 -0.61 0.09
```
Positions in Å, forces in eV/Å.

Summary:
E_HOMO = -6.25 eV
Total charge = -1

***

This record from OMol25 describes a molecular structure, C14H5Cl4IrN2O6S3Se in a non-equilibrium geometry. The level of theory is ωB97M-V/def2-TZVPD.

The geometry in XYZ format:
```
36
Properties=species:S:1:pos:R:3:forces:R:3:nbo_charge:R:1
Ir -2.232 -2.041 1.476 1.65 0.21 -0.95 1.28
Se -4.952 -1.532 2.099 -1.80 -0.27 -0.01 2.74
Cl 1.284 -5.739 1.004 0.03 -0.07 0.16 -0.01
Cl 2.502 -5.880 -1.898 0.11 -0.16 0.03 -0.01
Cl 1.311 -4.084 -4.151 0.07 0.09 -0.15 -0.01
Cl -0.833 -1.888 -3.408 -0.05 0.13 -0.09 -0.01
S 0.035 4.665 2.693 -0.07 0.30 0.15 -0.26
S -0.620 1.771 3.229 0.37 -0.08 -0.61 0.42
S -0.104 -1.106 2.337 -0.93 -1.38 -0.30 -0.16
O -5.817 -2.366 3.156 0.04 -0.27 0.48 -1.06
O -4.301 -2.535 0.933 1.47 -0.19 -0.03 -1.04
O -3.505 -0.976 2.787 1.84 -0.68 -1.10 -1.02
O -1.612 -1.959 -0.573 -1.24 0.68 1.96 -0.66
O -5.781 -0.329 1.454 0.06 0.51 -0.24 -1.05
O -0.893 -3.741 1.240 -1.61 1.21 1.03 -0.66
N 0.656 2.493 1.191 -0.24 0.11 0.56 -0.26
N 0.567 1.137 1.053 0.27 -0.39 -0.29 -0.27
C 0.090 3.057 2.295 -0.07 -0.33 -0.10 -0.12
C 1.660 3.517 -2.205 0.02 0.02 -0.02 -0.23
C 2.285 4.154 0.424 -0.05 -0.06 0.09 -0.20
C 0.756 -3.914 -2.521 0.19 -0.24 0.34 -0.11
C 1.253 -4.744 -1.526 -0.20 0.25 -0.34 -0.12
C -0.040 0.576 2.037 -0.35 0.99 0.28 -0.11
C 1.330 3.184 0.147 0.09 0.11 -0.24 0.14
C 2.588 4.511 -1.934 0.05 0.03 -0.03 -0.22
C 1.032 2.848 -1.168 -0.14 -0.02 0.07 -0.15
C 2.905 4.821 -0.620 -0.01 -0.03 -0.07 -0.22
C -0.300 -3.775 0.087 0.38 0.08 -1.01 0.26
C -0.732 -2.852 -0.909 0.74 -0.71 -0.15 0.34
C -0.213 -2.959 -2.202 -0.29 0.05 0.35 -0.17
C 0.726 -4.668 -0.234 -0.33 0.13 0.17 -0.14
H 1.418 3.268 -3.230 -0.01 -0.05 0.01 0.21
H 2.528 4.386 1.448 -0.03 0.03 0.04 0.24
H 3.068 5.040 -2.748 0.01 0.00 0.00 0.20
H 3.639 5.587 -0.405 0.01 -0.01 0.02 0.20
H 0.304 2.070 -1.358 0.02 -0.02 -0.01 0.24
```
Positions in Å, forces in eV/Å.

Summary:
E_HOMO = -2.32 eV
Total charge = -2